No. 1
{
  "formula": "C22H53ClOP2Tl",
  "method": "ωB97M-V/def2-TZVPD",
  "elements": ["Tl", "Cl", "P", "C", "C", "C", "C", "H", "C", "H", "H", "H", "H", "H", "H", "H", "C", "C", "H", "H", "H", "H", "H", "H", "C", "H", "C", "H", "H", "H", "H", "H", "H", "H", "H", "P", "C", "C", "C", "C", "H", "C", "H", "H", "H", "H", "H", "H", "H", "C", "C", "H", "H", "H", "H", "H", "H", "C", "H", "C", "H", "H", "H", "H", "H", "H", "C", "C", "C", "C", "O", "H", "H", "H", "H", "H", "H", "H", "H", "H"],
  "xyz": [[0.223, -1.061, 0.694], [-0.283, -0.286, -2.142], [-0.535, -2.871, -1.050], [0.571, -3.581, -2.380], [-0.350, -3.986, 0.480], [-2.269, -2.900, -1.641], [1.912, -2.829, -2.385], [0.042, -3.338, -3.320], [0.747, -5.089, -2.278], [1.310, -5.386, -1.386], [1.300, -5.442, -3.155], [-0.208, -5.620, -2.283], [1.768, -1.788, -2.685], [2.584, -3.290, -3.120], [2.410, -2.829, -1.405], [-2.198, -2.347, -2.603], [-3.235, -2.088, -0.757], [-2.729, -4.333, -1.927], [-2.199, -4.752, -2.775], [-3.792, -4.344, -2.187], [-2.591, -4.990, -1.064], [-2.797, -1.129, -0.447], [-3.572, -2.651, 0.132], [-4.139, -1.862, -1.343], [1.067, -3.909, 1.077], [-0.540, -5.021, 0.138], [-1.391, -3.613, 1.551], [1.850, -4.211, 0.382], [1.138, -4.540, 1.973], [1.364, -2.906, 1.435], [-1.319, -2.551, 1.854], [-1.218, -4.214, 2.460], [-2.420, -3.798, 1.221], [1.889, -0.572, 0.212], [-0.571, 0.598, -0.086], [0.259, 3.280, -1.127], [-1.017, 3.880, -2.284], [0.184, 4.087, 0.590], [1.920, 3.252, -1.875], [-2.220, 2.928, -2.123], [-0.597, 3.703, -3.296], [-1.307, 5.367, -2.076], [-1.765, 5.560, -1.095], [-1.991, 5.708, -2.865], [-0.384, 5.944, -2.189], [-1.929, 1.882, -2.293], [-3.020, 3.156, -2.847], [-2.674, 2.968, -1.126], [1.742, 2.741, -2.844], [2.902, 2.332, -1.113], [2.397, 4.691, -2.118], [1.782, 5.145, -2.901], [3.435, 4.682, -2.476], [2.335, 5.295, -1.202], [2.420, 1.391, -0.813], [3.344, 2.791, -0.219], [3.747, 2.052, -1.758], [-1.095, 3.621, 1.311], [0.187, 5.182, 0.435], [1.389, 3.688, 1.438], [-2.001, 3.874, 0.751], [-1.160, 4.114, 2.289], [-1.044, 2.530, 1.451], [1.447, 2.588, 1.526], [1.289, 4.084, 2.458], [2.352, 4.061, 1.074], [1.780, -0.181, 3.319], [0.263, -0.250, 3.661], [0.046, -1.500, 4.531], [-0.087, 1.045, 4.412], [-0.618, -0.331, 2.567], [2.363, -0.107, 4.239], [2.014, 0.694, 2.704], [2.130, -1.068, 2.780], [0.614, -1.457, 5.465], [-1.019, -1.590, 4.755], [0.334, -2.405, 3.982], [0.122, 1.900, 3.752], [-1.165, 1.047, 4.609], [0.473, 1.157, 5.347]],
  "total_energy_ha": -2260.52210,
  "relative_energy_kcal_mol": 0.0,
  "largest_force_ev_per_a": 4.94,
  "multiplicity": 1,
  "total_charge": -1,
  "orbital_gap_ev": [5.1, 5.1],
  "lumo_ha": [0.0935, 0.0935]
}


No. 2
{
  "formula": "C22H54N2O3Si2",
  "method": "ωB97M-V/def2-TZVPD",
  "elements": ["C", "C", "C", "C", "C", "Si", "O", "Si", "C", "C", "O", "C", "C", "C", "O", "H", "H", "H", "H", "H", "H", "H", "H", "H", "H", "H", "H", "H", "H", "H", "H", "H", "H", "H", "H", "H", "H", "H", "H", "C", "C", "N", "C", "C", "C", "C", "H", "H", "H", "H", "H", "H", "H", "H", "H", "H", "H", "H", "H", "H", "H", "C", "C", "N", "C", "C", "C", "C", "H", "H", "H", "H", "H", "H", "H", "H", "H", "H", "H", "H", "H", "H", "H"],
  "xyz": [[-0.926, -1.941, 2.759], [-1.096, -1.536, 1.291], [-2.393, -2.134, 0.692], [-1.012, -0.009, 1.083], [0.134, 0.425, 0.128], [1.754, 0.462, 1.091], [3.098, -0.058, 0.253], [3.106, -1.597, -0.412], [3.791, -2.839, 0.844], [2.738, -3.880, 1.212], [2.610, -4.843, 0.177], [4.204, -1.509, -1.933], [3.762, -2.282, -3.165], [2.300, -2.630, -3.348], [3.420, -3.594, -3.007], [-1.260, -2.969, 2.897], [0.116, -1.851, 3.052], [-1.553, -1.323, 3.401], [-0.271, -1.978, 0.728], [-3.084, -1.350, 0.386], [-2.925, -2.731, 1.428], [-2.164, -2.730, -0.188], [-1.960, 0.384, 0.720], [-0.818, 0.490, 2.037], [-0.093, 1.445, -0.182], [0.160, -0.200, -0.762], [2.002, 1.885, 1.421], [1.633, -0.216, 2.401], [1.696, -1.970, -0.610], [4.591, -3.379, 0.336], [4.140, -2.319, 1.734], [3.042, -4.390, 2.130], [1.774, -3.415, 1.439], [1.692, -4.898, -0.083], [4.278, -0.471, -2.262], [5.194, -1.894, -1.679], [4.277, -2.028, -4.089], [2.126, -2.732, -4.414], [1.637, -3.050, -2.614], [4.645, 2.769, -0.812], [4.671, 4.289, -0.869], [4.643, 4.905, 0.444], [4.362, 6.328, 0.411], [5.378, 7.251, -0.274], [5.688, 4.484, 1.358], [7.147, 4.665, 0.919], [3.804, 2.413, -0.219], [4.539, 2.364, -1.821], [5.563, 2.357, -0.392], [3.785, 4.623, -1.416], [5.542, 4.609, -1.464], [4.203, 6.675, 1.435], [3.396, 6.460, -0.088], [6.280, 7.381, 0.324], [4.940, 8.242, -0.407], [5.664, 6.887, -1.261], [5.533, 3.425, 1.583], [5.536, 4.992, 2.314], [7.318, 4.311, -0.099], [7.800, 4.087, 1.577], [7.470, 5.703, 0.981], [-5.963, -3.486, 0.433], [-7.388, -2.956, 0.367], [-7.455, -1.508, 0.400], [-8.790, -0.995, 0.644], [-9.873, -1.270, -0.407], [-6.685, -0.820, -0.620], [-6.976, -1.149, -2.090], [-5.435, -3.074, 1.294], [-5.976, -4.572, 0.533], [-5.396, -3.248, -0.468], [-7.931, -3.339, 1.235], [-7.883, -3.381, -0.521], [-8.723, 0.084, 0.810], [-9.131, -1.410, 1.598], [-9.737, -0.664, -1.302], [-10.853, -1.015, 0.003], [-9.906, -2.320, -0.699], [-5.625, -1.018, -0.435], [-6.792, 0.256, -0.466], [-7.034, -2.224, -2.267], [-6.171, -0.760, -2.717], [-7.901, -0.693, -2.439]],
  "total_energy_ha": -1784.81295,
  "relative_energy_kcal_mol": 8.7,
  "largest_force_ev_per_a": 3.25,
  "multiplicity": 1,
  "orbital_gap_ev": 8.6,
  "lumo_ha": 0.0218
}


No. 3
{
  "formula": "C22H55N5O9P2",
  "method": "ωB97M-V/def2-TZVPD",
  "elements": ["H", "N", "C", "N", "N", "C", "C", "C", "C", "C", "O", "C", "C", "N", "C", "C", "N", "H", "H", "H", "H", "H", "H", "H", "H", "H", "H", "H", "H", "H", "H", "H", "H", "H", "H", "H", "H", "H", "H", "H", "H", "C", "C", "O", "P", "O", "O", "C", "C", "O", "C", "C", "H", "H", "H", "H", "H", "H", "H", "H", "H", "H", "H", "H", "H", "H", "H", "C", "C", "O", "P", "O", "O", "C", "C", "O", "C", "C", "H", "H", "H", "H", "H", "H", "H", "H", "H", "H", "H", "H", "H", "H", "H"],
  "xyz": [[-3.632, -1.400, -1.953], [-3.563, -1.200, -0.939], [-2.345, -1.491, -0.585], [-1.984, -1.295, 0.831], [-1.346, -2.004, -1.537], [-0.735, -0.771, -2.132], [0.357, -1.075, -3.240], [1.099, -2.459, -3.083], [1.685, -2.735, -1.638], [1.093, -4.070, -0.957], [2.049, -4.556, -0.011], [1.894, -3.880, 1.264], [3.167, -2.954, 1.460], [2.910, -1.704, 2.203], [3.603, -0.534, 1.634], [2.693, 0.756, 1.437], [1.324, 0.500, 0.947], [-2.313, -0.341, 1.037], [-2.584, -1.889, 1.413], [-1.843, -2.540, -2.250], [-0.371, -0.051, -1.346], [-1.586, -0.230, -2.663], [-0.197, -1.121, -4.232], [1.041, -0.183, -3.315], [1.959, -2.492, -3.821], [0.429, -3.329, -3.367], [1.436, -1.899, -0.925], [2.812, -2.833, -1.619], [0.938, -4.788, -1.823], [0.088, -3.839, -0.513], [0.907, -3.352, 1.367], [1.949, -4.708, 2.036], [3.628, -2.804, 0.441], [3.921, -3.554, 2.063], [1.920, -1.537, 2.374], [4.412, -0.240, 2.382], [4.150, -0.742, 0.669], [3.203, 1.382, 0.636], [2.670, 1.427, 2.349], [0.735, 0.124, 1.689], [1.306, -0.075, 0.107], [0.591, 3.724, -7.091], [-0.222, 3.101, -5.971], [-1.597, 2.985, -6.327], [-2.051, 1.770, -7.366], [-1.537, 0.594, -6.534], [-3.648, 1.592, -6.941], [-4.189, 0.286, -6.739], [-4.307, -0.007, -5.254], [-2.545, 2.903, -8.531], [-3.384, 4.012, -8.196], [-2.588, 5.303, -8.154], [0.460, 3.177, -8.029], [1.653, 3.733, -6.834], [0.277, 4.754, -7.271], [0.190, 2.128, -5.697], [-0.170, 3.734, -5.082], [-3.585, -0.469, -7.246], [-5.181, 0.265, -7.198], [-3.382, 0.212, -4.719], [-4.572, -1.054, -5.086], [-5.082, 0.620, -4.806], [-3.919, 3.869, -7.260], [-4.129, 4.080, -8.992], [-2.035, 5.394, -7.219], [-3.254, 6.167, -8.218], [-1.861, 5.349, -8.967], [3.936, 0.535, 6.972], [2.898, -0.348, 6.303], [1.684, -0.381, 7.046], [0.663, 0.927, 6.959], [0.451, 0.915, 5.443], [-0.792, 0.219, 7.339], [-1.951, 0.511, 6.558], [-2.242, -0.635, 5.606], [0.875, 1.248, 8.614], [0.754, 0.220, 9.602], [2.117, -0.195, 10.124], [3.544, 1.540, 7.156], [4.830, 0.614, 6.350], [4.230, 0.122, 7.939], [2.716, -0.013, 5.279], [3.271, -1.372, 6.242], [-1.832, 1.453, 6.020], [-2.790, 0.639, 7.247], [-1.357, -0.937, 5.047], [-3.029, -0.361, 4.898], [-2.574, -1.514, 6.165], [0.208, -0.649, 9.242], [0.176, 0.654, 10.422], [2.615, -0.872, 9.430], [2.018, -0.724, 11.075], [2.771, 0.669, 10.260]],
  "total_energy_ha": -2504.74516,
  "relative_energy_kcal_mol": 161.7,
  "largest_force_ev_per_a": 8.77,
  "multiplicity": 1,
  "orbital_gap_ev": 6.7,
  "lumo_ha": -0.0583
}


No. 4
{
  "formula": "C22H56BCrF10N5O10S2",
  "method": "ωB97M-V/def2-TZVPD",
  "elements": ["Cr", "B", "F", "F", "F", "F", "C", "F", "F", "F", "S", "O", "O", "N", "S", "O", "O", "C", "F", "F", "F", "C", "C", "O", "H", "H", "H", "H", "H", "H", "C", "C", "O", "H", "H", "H", "H", "H", "H", "C", "C", "C", "O", "C", "N", "H", "H", "H", "H", "H", "H", "H", "H", "H", "H", "H", "C", "C", "C", "O", "C", "N", "H", "H", "H", "H", "H", "H", "H", "H", "H", "H", "H", "C", "C", "C", "O", "C", "N", "H", "H", "H", "H", "H", "H", "H", "H", "H", "H", "H", "C", "C", "C", "O", "C", "N", "H", "H", "H", "H", "H", "H", "H", "H", "H", "H", "H"],
  "xyz": [[14.162, 0.574, -16.296], [12.786, 3.325, -15.108], [12.208, 4.138, -16.068], [14.036, 3.740, -14.633], [11.875, 3.101, -14.112], [13.030, 2.029, -15.762], [13.364, -3.364, -17.949], [12.809, -4.131, -18.865], [12.909, -3.658, -16.732], [14.693, -3.447, -17.974], [12.901, -1.557, -18.468], [14.100, -1.018, -19.112], [11.755, -1.651, -19.307], [12.782, -0.623, -16.989], [11.261, -0.829, -16.461], [10.698, -2.112, -16.787], [11.283, -0.448, -15.065], [10.176, 0.506, -17.339], [9.894, 0.135, -18.564], [9.113, 0.664, -16.601], [10.887, 1.623, -17.402], [12.447, 4.396, -10.815], [13.928, 3.967, -10.767], [14.257, 3.012, -11.803], [11.852, 3.506, -11.022], [12.368, 5.090, -11.653], [12.139, 4.829, -9.868], [14.063, 3.474, -9.805], [14.636, 4.791, -10.854], [13.923, 3.449, -12.600], [8.867, 2.946, -13.020], [8.899, 4.070, -12.015], [8.919, 3.581, -10.685], [7.880, 2.472, -12.994], [9.613, 2.186, -12.786], [8.967, 3.288, -14.050], [8.021, 4.703, -12.194], [9.727, 4.704, -12.367], [9.007, 4.389, -10.164], [13.847, 6.966, -15.575], [14.135, 7.992, -14.452], [13.038, 9.061, -14.358], [13.218, 10.107, -15.261], [14.227, 11.042, -14.999], [14.264, 7.269, -13.167], [12.816, 6.609, -15.496], [14.424, 6.056, -15.737], [13.900, 7.594, -16.474], [15.138, 8.382, -14.644], [12.958, 9.501, -13.354], [12.071, 8.563, -14.474], [15.153, 10.717, -15.479], [14.383, 11.232, -13.930], [13.941, 12.018, -15.392], [15.115, 6.715, -13.223], [13.546, 6.546, -13.156], [14.773, 4.106, -18.605], [13.951, 2.799, -18.634], [13.551, 2.588, -20.099], [12.613, 1.547, -20.103], [12.069, 1.323, -21.413], [14.633, 1.556, -18.132], [14.157, 4.963, -18.879], [15.638, 4.161, -19.269], [15.090, 4.396, -17.599], [13.065, 3.005, -18.032], [14.425, 2.353, -20.728], [13.207, 3.560, -20.473], [10.996, 1.157, -21.318], [12.454, 0.380, -21.811], [12.294, 2.117, -22.121], [15.607, 1.798, -18.349], [14.471, 0.847, -18.865], [15.177, 0.058, -12.127], [14.917, 0.617, -13.528], [16.152, 1.153, -14.188], [15.732, 1.679, -15.486], [16.699, 2.657, -15.898], [14.328, -0.369, -14.474], [15.848, -0.806, -12.165], [14.280, -0.383, -11.678], [15.453, 0.860, -11.450], [14.126, 1.358, -13.411], [16.935, 0.410, -14.363], [16.556, 1.901, -13.505], [17.686, 2.199, -15.974], [16.667, 3.578, -15.322], [16.424, 2.931, -16.914], [14.891, -1.231, -14.387], [13.570, -0.762, -13.894], [11.088, 6.870, -20.658], [10.668, 6.242, -19.338], [10.405, 4.764, -19.476], [9.102, 4.597, -20.028], [8.583, 3.290, -19.956], [11.809, 6.436, -18.414], [10.876, 7.936, -20.571], [10.548, 6.496, -21.532], [12.132, 6.722, -20.944], [9.776, 6.733, -18.950], [10.437, 4.214, -18.525], [11.140, 4.263, -20.128], [8.787, 2.704, -19.057], [9.002, 2.754, -20.820], [7.506, 3.314, -20.109], [12.701, 6.362, -18.875], [11.710, 5.738, -17.685]],
  "total_energy_ha": -4762.23098,
  "s_squared": 3.774,
  "relative_energy_kcal_mol": 30.7,
  "largest_force_ev_per_a": 3.84,
  "multiplicity": 4,
  "total_charge": 1,
  "orbital_gap_ev": [4.3, 5.7],
  "lumo_ha": [-0.2408, -0.1890]
}


No. 5
{
  "formula": "C22H56IN8O7P2",
  "method": "ωB97M-V/def2-TZVPD",
  "elements": ["N", "P", "C", "N", "C", "C", "N", "N", "C", "N", "P", "O", "I", "H", "H", "H", "H", "H", "H", "H", "H", "H", "H", "H", "C", "O", "C", "C", "N", "C", "C", "O", "C", "H", "H", "H", "H", "H", "H", "H", "H", "H", "H", "H", "H", "H", "H", "H", "C", "O", "C", "C", "N", "C", "C", "O", "C", "H", "H", "H", "H", "H", "H", "H", "H", "H", "H", "H", "H", "H", "H", "H", "C", "O", "C", "C", "N", "C", "C", "O", "C", "H", "H", "H", "H", "H", "H", "H", "H", "H", "H", "H", "H", "H", "H", "H"],
  "xyz": [[0.201, -6.976, 2.342], [0.870, -6.231, 3.571], [0.270, -6.808, 5.257], [-0.520, -6.227, 6.207], [-0.991, -4.850, 5.905], [0.307, -3.896, 6.041], [0.123, -2.773, 6.949], [-0.728, -6.975, 7.270], [-0.058, -8.123, 7.069], [0.570, -8.019, 5.831], [1.657, -9.107, 4.913], [1.400, -10.651, 5.481], [3.937, -8.557, 5.719], [-0.487, -7.647, 2.693], [2.265, -6.561, 3.519], [0.648, -4.838, 3.426], [-1.810, -4.560, 6.598], [-1.419, -4.818, 4.874], [0.642, -3.492, 5.064], [1.136, -4.527, 6.451], [0.127, -3.048, 7.927], [-0.680, -2.199, 6.708], [0.004, -8.995, 7.733], [0.973, -10.593, 6.359], [-2.454, -2.902, 2.607], [-1.452, -2.307, 3.421], [-0.326, -1.824, 2.690], [-0.301, -0.304, 2.612], [-1.359, 0.206, 1.749], [-1.609, 1.645, 1.877], [-1.981, 2.205, 3.255], [-3.267, 1.824, 3.722], [-3.339, 0.526, 4.278], [-3.136, -3.448, 3.262], [-3.034, -2.149, 2.070], [-2.020, -3.614, 1.898], [-0.265, -2.278, 1.697], [0.556, -2.148, 3.256], [0.671, 0.017, 2.222], [-0.394, 0.073, 3.637], [-2.220, -0.282, 1.954], [-2.428, 1.880, 1.193], [-0.729, 2.182, 1.508], [-2.024, 3.292, 3.152], [-1.219, 2.008, 4.017], [-2.433, 0.258, 4.827], [-3.557, -0.211, 3.501], [-4.178, 0.510, 4.975], [-2.368, -1.641, -2.613], [-1.836, -0.405, -2.170], [-0.585, -0.520, -1.493], [0.559, -0.007, -2.359], [0.825, -0.894, -3.486], [1.671, -0.314, -4.532], [1.214, 0.985, -5.207], [0.076, 0.844, -6.043], [-1.165, 0.810, -5.360], [-3.409, -1.475, -2.891], [-1.838, -2.014, -3.493], [-2.343, -2.393, -1.817], [-0.402, -1.540, -1.139], [-0.660, 0.121, -0.612], [1.462, 0.076, -1.745], [0.282, 1.000, -2.691], [-0.053, -1.168, -3.908], [1.769, -1.074, -5.311], [2.673, -0.159, -4.118], [2.024, 1.297, -5.873], [1.076, 1.811, -4.501], [-1.179, 1.468, -4.488], [-1.419, -0.215, -5.080], [-1.935, 1.148, -6.055], [-0.786, 7.067, -3.586], [0.040, 5.915, -3.584], [0.021, 5.186, -4.809], [1.327, 5.374, -5.578], [1.445, 6.726, -6.111], [2.788, 7.087, -6.568], [3.950, 7.002, -5.571], [3.917, 7.975, -4.538], [3.034, 7.681, -3.470], [-0.888, 7.406, -2.555], [-0.341, 7.880, -4.166], [-1.785, 6.840, -3.970], [-0.851, 5.431, -5.421], [-0.062, 4.129, -4.533], [1.365, 4.656, -6.404], [2.145, 5.136, -4.887], [1.166, 7.389, -5.401], [2.731, 8.120, -6.920], [3.032, 6.472, -7.441], [4.865, 7.211, -6.133], [4.081, 5.998, -5.152], [2.993, 6.613, -3.245], [2.037, 8.074, -3.680], [3.400, 8.203, -2.584]],
  "total_energy_ha": -2816.50008,
  "largest_force_ev_per_a": 3.29,
  "multiplicity": 1,
  "total_charge": 1,
  "orbital_gap_ev": 4.8,
  "lumo_ha": -0.1720
}